{"formula": "C4H7NO", "method": "the ωB97M-V functional and the def2-TZVPD basis", "elements": ["O", "C", "C", "C", "N", "C", "H", "H", "H", "H", "H", "H", "H"], "positions_angstrom": [[1.9085, 0.5274, 0.5896], [0.9778, 0.2276, -0.4045], [0.2476, -1.1603, -0.3276], [-1.0595, -0.4074, -0.1219], [-0.8532, 0.4394, 1.0666], [-0.3892, 0.9042, -0.2528], [1.3930, 0.5241, 1.4132], [1.4550, 0.3992, -1.3721], [0.5571, -1.8082, 0.4975], [0.2908, -1.7072, -1.2737], [-2.0597, -0.6968, -0.4266], [-1.7271, 0.9153, 1.2817], [-0.7411, 1.8427, -0.6694]], "e_above_lowest_ev": 2.6082, "e_tot_ha": -286.53580, "e_homo_ev": -9.4, "lumo_ev": 1.035, "smiles": "O[C@H]1C[C@H]2N[C@@H]12", "gap_ev": 10.477}